(1)
DFT (the ωB97M-V functional and the def2-TZVPD basis) results for a 3-piece molecular cluster, C30H69N2O8P2 overall at a distorted geometry.

Structure (ORCA input):
```
! RIJCOSX wB97M-V def2-TZVPD def2/J DEFGRID3
* xyz -1 1
C -0.25849 1.53388 -12.28605
C -0.33949 1.93378 -10.81421
C -1.75876 2.22990 -10.32698
C -2.72429 1.04329 -10.37688
C -2.25576 -0.20475 -9.59812
C -3.02847 -0.39095 -8.26805
C -2.11729 -0.99648 -7.19353
C -2.89326 -1.56876 -5.98009
C -2.75569 -0.71914 -4.70838
C -2.74611 -1.52832 -3.40442
C -1.67776 -2.64858 -3.39412
C -0.77812 -2.66863 -2.13691
C -0.64708 -4.11694 -1.63175
C 0.30943 -4.25223 -0.43123
N 1.18404 -5.35810 -0.64496
N 1.49246 -6.01651 0.57301
C 2.91708 -6.10490 0.86226
C 3.76893 -4.93536 0.32146
C 4.67875 -5.42025 -0.81438
C 5.44346 -4.22426 -1.43964
H 0.78728 1.33753 -12.53117
H -0.83027 0.63952 -12.52382
H -0.56036 2.37125 -12.91745
H 0.25225 2.83801 -10.65559
H 0.12038 1.14987 -10.21216
H -1.69166 2.59503 -9.29775
H -2.16401 3.05729 -10.91698
H -3.65509 1.38068 -9.91448
H -2.97859 0.77646 -11.40378
H -2.51757 -1.07224 -10.20794
H -1.18490 -0.22637 -9.41207
H -3.34086 0.59888 -7.92177
H -3.91151 -1.00429 -8.44014
H -1.57388 -1.82274 -7.66063
H -1.38278 -0.25358 -6.88241
H -2.55755 -2.59580 -5.84981
H -3.95248 -1.62368 -6.24252
H -3.59654 -0.02045 -4.69206
H -1.83414 -0.13085 -4.73491
H -2.68236 -0.87732 -2.53315
H -3.72723 -2.01425 -3.34019
H -1.06255 -2.55594 -4.29172
H -2.18583 -3.61090 -3.47242
H 0.22196 -2.35683 -2.45192
H -1.11354 -1.97866 -1.36242
H -0.27489 -4.71273 -2.46278
H -1.65628 -4.43488 -1.35260
H 0.91412 -3.30193 -0.34469
H -0.31743 -4.35022 0.47756
H 0.95727 -5.69027 1.37174
H 3.31450 -7.05880 0.49488
H 3.02031 -6.12203 1.95525
H 4.45641 -4.64577 1.12896
H 3.18357 -4.06575 0.03720
H 5.41212 -6.10365 -0.38052
H 4.09182 -5.95368 -1.55969
H 5.41539 -4.25770 -2.52804
H 4.95438 -3.30334 -1.12215
H 6.47381 -4.18719 -1.08561
O -2.28994 0.38535 0.21218
P -1.67796 0.80528 1.51778
O -2.43059 -0.29827 2.49919
C -2.04290 -1.67037 2.39960
C -0.65235 -1.92585 2.95294
O -2.58013 2.14420 1.83241
C -3.30532 2.82170 0.81702
C -4.74973 2.36622 0.79668
O -0.60630 1.15930 2.72505
C -0.61677 2.32520 3.55101
C -1.60448 2.19351 4.68829
H -2.10871 -1.99791 1.35758
H -2.77608 -2.23881 2.97391
H 0.10976 -1.43799 2.34217
H -0.43874 -2.99548 2.96825
H -0.56335 -1.52764 3.96489
H -2.83422 2.69769 -0.15729
H -3.26203 3.88868 1.05774
H -4.81762 1.28472 0.68302
H -5.29599 2.84057 -0.02111
H -5.23870 2.62166 1.73894
H -0.77958 3.22810 2.96418
H 0.38874 2.41311 3.96960
H -2.61588 2.00835 4.33074
H -1.60842 3.10366 5.29116
H -1.33419 1.35118 5.32666
O 1.45866 3.03383 6.69647
P 1.80613 3.34287 8.10173
O 2.53832 4.80265 8.08261
C 1.76265 5.95350 7.74032
C 0.76169 6.31852 8.82192
O 3.12486 2.40941 8.32383
C 3.51979 1.40468 7.38760
C 4.57451 1.93862 6.44268
O 1.40035 3.33872 9.66780
C 2.04748 2.58379 10.70148
C 3.30026 3.27341 11.19051
H 1.25767 5.78665 6.78452
H 2.47023 6.77083 7.60313
H -0.01052 5.55120 8.91944
H 0.27239 7.26399 8.58479
H 1.25611 6.40570 9.78920
H 2.66224 1.00845 6.84730
H 3.93504 0.57961 7.97158
H 4.23023 2.84059 5.93661
H 4.83393 1.19293 5.69056
H 5.47630 2.20626 6.99625
H 2.23473 1.55958 10.38813
H 1.33023 2.52535 11.52287
H 4.01283 3.44456 10.38673
H 3.78299 2.66900 11.95982
H 3.05553 4.24973 11.61225
*
```

Results
LUMO energy	1.617	eV
orbital gap	2.28	eV
HOMO	-0.665	eV


(2)
DFT (the ωB97M-V functional and the def2-TZVPD basis) results for a 6-piece molecular cluster, C30H69N3O6 overall at a distorted geometry.

Structure (ORCA input):
```
! RIJCOSX wB97M-V def2-TZVPD def2/J DEFGRID3
* xyz 0 1
C 1.37427 3.09491 0.70366
C 0.63783 2.52532 1.92041
C 0.95968 1.03266 2.00860
C 1.15891 3.27333 3.14846
C 0.25116 3.09617 4.35981
C -1.16297 3.53032 4.00278
C -1.75868 2.79297 2.80473
C -2.10710 1.35539 3.29541
C -3.06620 3.47915 2.42380
N -0.79654 2.80916 1.70774
O -1.30289 2.18952 0.54477
H 1.05371 2.77161 -0.29014
H 1.10464 4.15690 0.57572
H 2.45715 3.10659 0.80817
H 0.79253 0.58997 2.99069
H 0.50960 0.52957 1.15512
H 2.04126 0.88135 1.89885
H 2.14138 2.89431 3.44030
H 1.23106 4.34680 2.96293
H 0.17701 2.06045 4.71157
H 0.66173 3.61139 5.23049
H -1.21898 4.62143 3.92294
H -1.74853 3.28130 4.89384
H -1.21226 0.76372 3.46597
H -2.68986 0.83503 2.52895
H -2.75309 1.40773 4.17083
H -3.71098 3.65428 3.28661
H -3.62471 3.00562 1.61979
H -2.80802 4.50660 2.13630
H -1.70510 2.92413 0.04672
C -0.02628 -5.69638 -0.52648
C -0.54814 -5.03462 0.75256
C -1.24791 -6.11368 1.60811
C 0.66402 -4.46742 1.50736
C 0.29535 -3.48028 2.62297
C -0.51082 -2.37667 1.97557
C -1.79313 -2.88684 1.29307
C -2.82922 -3.25348 2.35312
C -2.33702 -1.71835 0.45638
N -1.45044 -3.95684 0.35013
O -2.61828 -4.49564 -0.22363
H 0.71866 -6.47579 -0.36682
H 0.32770 -4.94968 -1.23638
H -0.87678 -6.21113 -0.98501
H -2.31315 -6.22391 1.42403
H -1.09253 -5.92485 2.67500
H -0.75206 -7.07530 1.45309
H 1.27469 -5.29575 1.87083
H 1.29872 -3.91234 0.80724
H 1.25542 -3.11334 2.98849
H -0.27875 -4.05979 3.34782
H 0.13934 -1.84124 1.27681
H -0.78188 -1.59146 2.68755
H -2.46231 -3.89116 3.16022
H -3.24588 -2.33042 2.76232
H -3.68753 -3.80474 1.96176
H -2.05135 -1.85713 -0.58990
H -3.42670 -1.61370 0.46461
H -2.00104 -0.70384 0.68115
H -2.90757 -3.82130 -0.85030
C 3.46746 1.39831 -3.83846
C 2.99986 0.45825 -2.70931
C 3.58126 0.92941 -1.38777
C 1.46337 0.51346 -2.70756
C 0.87966 -0.58742 -1.80065
C 1.38885 -1.92232 -2.36031
C 2.90131 -2.09155 -2.53276
C 3.49738 -2.40677 -1.14119
C 3.17642 -3.26629 -3.47140
N 3.45285 -0.88527 -3.13037
O 4.86825 -0.93206 -3.19468
H 3.13396 0.94775 -4.77537
H 2.99635 2.37563 -3.71352
H 4.54641 1.53146 -3.90448
H 3.51923 2.01797 -1.30385
H 3.14068 0.43367 -0.52573
H 4.66486 0.78459 -1.33333
H 1.16924 1.46415 -2.25301
H 1.07083 0.45102 -3.72057
H 1.13859 -0.51919 -0.74200
H -0.20414 -0.56487 -1.87629
H 0.81842 -2.09178 -3.28052
H 1.04978 -2.74192 -1.71774
H 3.45584 -1.55987 -0.45768
H 4.58293 -2.56546 -1.22620
H 3.21685 -3.33626 -0.64213
H 2.76375 -4.14869 -2.97322
H 4.22651 -3.40920 -3.71354
H 2.62532 -3.15440 -4.40720
H 5.01345 -0.93680 -4.14677
C -1.01949 4.73036 -2.75754
C -1.68577 4.75333 -1.39166
C -2.38148 6.04566 -1.02819
O -2.66041 3.66684 -1.41010
H -0.24607 5.47944 -2.94644
H -1.75217 4.83965 -3.56449
H -0.52511 3.77881 -2.96986
H -0.91981 4.51343 -0.65337
H -3.12978 6.30669 -1.77842
H -1.63791 6.84609 -1.01058
H -2.82708 5.97809 -0.03899
H -3.34051 3.87741 -2.05816
O -2.49630 -0.58124 -4.00303
H -3.06424 0.06553 -4.43159
H -2.44672 -0.29447 -3.05930
O -2.11409 0.64218 -1.59422
H -1.83255 0.63318 -0.66872
H -2.14721 1.58285 -1.82516
*
```

Results
relative energy (zero: lowest compared OMol25 entry of this formula, charge and spin)	2.094	eV
SMILES string	CC1(C)CCCC(C)(C)N1O.CC1(C)CCCC(C)(C)N1O.CC1(C)CCCC(C)(C)N1O.CC(C)O.O.O
LUMO energy	0.328	eV
orbital gap	8.37	eV
HOMO	-8.039	eV